1.
Molecular formula: C5H35NO14
Method: DFT, ωB97M-V/def2-TZVPD

Last column: natural (NBO) charge in e.
Element x y z (Å)
O (-0.82436, 2.05470, -3.25982)  -0.533
C (-1.46899, 1.47918, -2.41402)  0.433
C (-1.02836, 1.61071, -0.90859)  -0.502
C (-1.56974, 0.50094, -0.10199)  -0.422
C (-0.92748, 0.83904, 1.37198)  -0.360
C (-1.55373, 0.73419, 2.59762)  0.010
N (-0.92169, 1.08162, 3.74360)  -0.814
H (-2.12442, 0.60108, -2.70410)  0.126
H (-1.29575, 2.52026, -0.37475)  0.231
H (0.07861, 1.76333, -0.98366)  0.221
H (-1.37575, -0.42452, -0.58500)  0.206
H (-2.61238, 0.55512, 0.00063)  0.208
H (0.01195, 1.27328, 1.31703)  0.184
H (-2.65668, 0.51839, 2.71876)  0.209
H (-0.00935, 1.43696, 3.80665)  0.405
H (-1.31022, 0.70225, 4.50646)  0.372
H (-2.13041, -2.27107, 1.90335)  0.502
H (-3.50065, -2.83407, 1.72320)  0.480
O (-2.85758, -2.22500, 1.36485)  -0.965
H (-1.05542, -4.47081, -1.92764)  0.475
H (-1.03432, -3.15851, -1.29938)  0.497
O (-0.44674, -3.93350, -1.39798)  -0.993
H (0.09425, -2.89999, 2.04899)  0.491
H (-0.14227, -1.39039, 2.29709)  0.482
O (-0.48820, -2.22960, 2.52862)  -0.995
H (3.91329, -2.02063, -0.48263)  0.485
H (2.65221, -1.21290, -0.17030)  0.508
O (2.90018, -2.13675, -0.31629)  -0.997
H (1.95434, -2.33502, -1.83401)  0.479
H (0.89759, -3.08766, -2.30956)  0.483
O (1.55179, -2.55980, -2.59774)  -0.947
H (2.87639, 2.54366, -2.16107)  0.496
H (3.19159, 3.60478, -1.03179)  0.478
O (2.54928, 3.07243, -1.42414)  -0.966
H (0.87083, 4.42936, -1.33536)  0.496
H (-0.14087, 3.96055, -2.42778)  0.513
O (-0.04670, 4.03008, -1.44223)  -0.982
H (1.81438, -3.43924, 0.99556)  0.496
H (0.39760, -4.02736, 0.78473)  0.490
O (1.20208, -4.02024, 1.35294)  -0.943
H (-3.21576, -2.69166, -1.36307)  0.479
H (-2.34338, -2.08540, -0.22554)  0.515
O (-2.41920, -2.18537, -1.21382)  -0.992
H (1.58540, 0.88861, -0.65990)  0.494
H (1.64085, 0.56640, 0.88902)  0.502
O (1.80834, 0.34303, 0.01280)  -0.966
H (-0.66908, 3.30809, 1.66990)  0.477
H (-0.11074, 3.54148, 0.18615)  0.507
O (0.05580, 3.76470, 1.18680)  -1.008
H (1.21234, -1.23728, -3.52004)  0.493
H (0.03313, -0.33059, -3.34607)  0.442
O (0.84166, -0.36369, -3.91624)  -0.985
H (2.53824, 2.30166, 3.44590)  0.469
H (1.77135, 3.26545, 2.55625)  0.506
O (1.83671, 2.27971, 2.72562)  -0.969

The energy relative to the best compared isomer or geometry (same formula, charge and spin) is 123.7 kcal/mol. The multiplicity is 1. Its LUMO energy is 0.14 eV. For the HOMO energy, the calculation gives -7.94 eV. The total energy comes out at -35905.7010 eV.



2.
Molecular formula: C6H18O4
Method: DFT, ωB97M-V/def2-TZVPD

Last column: natural (NBO) charge in e.
Element x y z (Å)
C (0.19895, -1.60235, 3.31709)  -0.735
C (-0.40650, -0.49409, 4.15262)  0.594
O (-1.50616, -0.03360, 3.93123)  -0.538
C (0.28682, -0.13234, 5.44659)  -0.714
H (1.23539, -1.78716, 3.62503)  0.212
H (0.37577, -1.29289, 2.28537)  0.245
H (-0.25656, -2.58208, 3.43875)  0.246
H (-0.06584, -0.73843, 6.27780)  0.242
H (0.17193, 0.92694, 5.65812)  0.239
H (1.34183, -0.35224, 5.25887)  0.209
C (1.61194, 2.04500, -5.82778)  -0.247
O (1.85724, 1.79265, -7.19715)  -0.721
H (2.55983, 2.20491, -5.31668)  0.182
H (0.97278, 2.91274, -5.63686)  0.163
H (1.11295, 1.17852, -5.37518)  0.158
H (1.04575, 1.92635, -7.69205)  0.465
C (0.67400, 0.89955, -1.64636)  -0.239
O (-0.12648, 0.76016, -0.49847)  -0.742
H (0.10719, 0.88916, -2.58123)  0.154
H (1.28760, 1.79886, -1.64030)  0.171
H (1.35631, 0.04621, -1.69998)  0.158
H (-0.18786, -0.16612, -0.23633)  0.491
C (-2.39506, -1.14442, 0.58978)  -0.260
O (-1.45879, -1.61824, -0.37037)  -0.757
H (-2.91643, -1.99816, 1.02638)  0.165
H (-1.95521, -0.56091, 1.39621)  0.208
H (-3.13738, -0.48182, 0.13686)  0.170
H (-1.78400, -2.39620, -0.82193)  0.481

The energy relative to the best compared isomer or geometry (same formula, charge and spin) is 28.1 kcal/mol. The multiplicity is 1. Its LUMO energy is 0.66 eV. As for the SMILES: CC(C)=O.CO.CO.CO. For the HOMO energy, the calculation gives -9.70 eV. The total energy comes out at -14701.9067 eV.



3.
Molecular formula: C35H65N10O5P3
Method: DFT, ωB97M-V/def2-TZVPD

Last column: Löwdin charge in e.
Element x y z (Å)
C (-2.59084, 0.03816, 9.10475)  -0.124
C (-2.04851, 0.36142, 7.64142)  -0.223
C (-3.02839, 1.22265, 6.76765)  -0.208
N (-3.95755, 0.45105, 5.91392)  -0.022
C (-3.30027, -0.46141, 5.01111)  -0.195
C (-3.25727, -1.87644, 5.42935)  -0.110
C (-3.91895, -2.40573, 6.74252)  -0.132
C (-5.48749, -2.16173, 6.63407)  -0.193
C (-6.25033, -3.36514, 5.94787)  -0.172
C (-7.55092, -2.79313, 5.22057)  -0.212
N (-7.42751, -2.82007, 3.72825)  0.008
C (-8.33919, -3.78258, 3.17373)  -0.519
N (-8.29316, -4.99066, 3.60119)  0.113
N (-9.29984, -3.34682, 2.16321)  0.074
C (-2.58576, -2.89181, 4.59696)  0.066
C (-1.99885, -2.43577, 3.34840)  -0.054
C (-2.04889, -1.02889, 2.91555)  -0.067
C (-2.70746, -0.01679, 3.74154)  -0.214
P (-2.75652, 1.72389, 3.08071)  0.949
C (-4.58273, 2.27746, 3.20419)  -0.276
O (-1.82204, 2.77838, 4.05780)  -0.348
C (-1.39240, -0.73390, 1.51976)  -0.312
O (-0.69983, 0.22399, 1.30059)  0.079
C (-1.68446, -1.82965, 0.44232)  -0.061
C (-2.01096, -1.54279, -0.94087)  0.002
C (-2.30035, -2.68503, -1.80633)  -0.071
C (-2.28948, -4.06767, -1.37654)  -0.058
C (-1.93653, -4.36024, 0.01317)  -0.008
C (-1.65070, -3.23754, 0.87732)  -0.075
C (-1.31328, -3.46590, 2.38751)  -0.291
O (-0.56777, -4.33363, 2.76753)  0.109
H (-2.11097, 0.74155, 9.82515)  0.067
H (-3.70565, 0.00810, 9.15734)  0.072
H (-2.19708, -0.98584, 9.37083)  0.068
H (-1.69092, -0.58249, 7.16678)  0.094
H (-1.12742, 0.99312, 7.79797)  0.108
H (-2.41848, 1.99495, 6.23057)  0.090
H (-3.67600, 1.79776, 7.49441)  0.123
H (-4.63980, 1.04094, 5.44296)  0.084
H (-3.46816, -1.99616, 7.67589)  0.084
H (-3.79445, -3.52508, 6.78123)  0.113
H (-5.89256, -2.05030, 7.67238)  0.112
H (-5.73723, -1.24399, 6.04226)  0.085
H (-5.63393, -3.91084, 5.18955)  0.108
H (-6.63481, -4.10675, 6.69315)  0.105
H (-7.73892, -1.71602, 5.49592)  0.112
H (-8.46669, -3.34870, 5.56108)  0.109
H (-7.66635, -1.90246, 3.34738)  0.104
H (-9.00958, -5.55027, 3.12638)  0.041
H (-8.82737, -3.20635, 1.26799)  0.080
H (-9.99628, -4.08156, 2.03053)  0.070
H (-2.53819, -3.96649, 4.86623)  0.125
H (-5.16362, 1.38182, 3.53676)  0.022
H (-4.86912, 2.52697, 2.14779)  0.031
H (-4.70214, 3.17490, 3.85882)  0.042
H (-2.10292, 3.66986, 3.77353)  0.042
H (-2.03136, -0.48809, -1.28958)  0.121
H (-2.54639, -2.46167, -2.86787)  0.091
H (-2.53683, -4.93245, -2.03303)  0.102
H (-1.90947, -5.37932, 0.45978)  0.117
O (-0.58727, -1.40996, -4.49418)  -0.312
P (0.71199, -1.70371, -5.24597)  0.775
N (1.67830, -0.80689, -4.12914)  -0.303
C (2.75951, 0.11844, -4.38639)  -0.124
C (1.82067, -1.42757, -2.80817)  -0.126
N (0.23628, -0.72743, -6.61968)  -0.334
C (0.68723, 0.64376, -6.80708)  -0.151
C (-1.21014, -0.71353, -6.87877)  -0.161
N (2.12463, -2.22539, -6.12944)  -0.311
C (2.99999, -3.18201, -5.46153)  -0.135
C (2.68552, -1.72317, -7.36564)  -0.121
H (3.66745, -0.36495, -4.77331)  0.072
H (3.05025, 0.64426, -3.47388)  0.074
H (2.48008, 0.91977, -5.06393)  0.054
H (2.48761, -2.29627, -2.83754)  0.063
H (0.85022, -1.76167, -2.43160)  0.063
H (2.21152, -0.72787, -2.06635)  0.080
H (0.37692, 1.29599, -5.98029)  0.091
H (0.28022, 1.05867, -7.73398)  0.084
H (1.76464, 0.71588, -6.93553)  0.049
H (-1.74704, -0.03706, -6.20234)  0.078
H (-1.63583, -1.71165, -6.77449)  0.069
H (-1.41391, -0.38957, -7.90495)  0.078
H (3.76356, -2.68288, -4.85504)  0.075
H (3.51420, -3.83895, -6.16711)  0.080
H (2.42294, -3.83878, -4.80470)  0.078
H (3.28733, -0.82552, -7.19731)  0.077
H (1.92598, -1.52085, -8.11898)  0.084
H (3.34698, -2.46077, -7.83206)  0.080
O (7.41109, 5.29875, -4.84044)  -0.308
P (6.61863, 4.88683, -3.59937)  0.769
N (7.99474, 4.99404, -2.55767)  -0.310
C (8.42553, 4.09420, -1.50990)  -0.126
C (8.46577, 6.35792, -2.30542)  -0.139
N (6.37335, 3.25773, -4.19540)  -0.334
C (7.19822, 2.13310, -3.77971)  -0.152
C (6.26729, 3.15937, -5.65786)  -0.160
N (5.56376, 4.53221, -2.25475)  -0.312
C (5.30566, 5.61893, -1.31696)  -0.135
C (5.03465, 3.26439, -1.80133)  -0.121
H (7.76845, 4.09708, -0.62944)  0.073
H (9.42444, 4.35911, -1.15592)  0.083
H (8.53774, 3.06983, -1.85271)  0.053
H (7.79314, 6.90230, -1.63331)  0.061
H (8.53519, 6.92078, -3.23948)  0.072
H (9.46516, 6.37166, -1.86514)  0.077
H (8.25597, 2.28223, -4.03309)  0.091
H (6.86290, 1.21087, -4.26412)  0.080
H (7.11072, 1.92064, -2.71670)  0.049
H (7.24697, 3.19983, -6.14936)  0.079
H (5.64876, 3.96171, -6.06005)  0.070
H (5.78824, 2.21692, -5.94612)  0.072
H (6.05011, 5.65140, -0.51397)  0.075
H (4.31988, 5.54238, -0.85214)  0.081
H (5.32152, 6.58370, -1.83167)  0.077
H (5.76389, 2.71517, -1.19897)  0.079
H (4.68843, 2.63766, -2.62171)  0.071
H (4.15086, 3.40011, -1.16922)  0.083

The multiplicity is 1. Its LUMO energy is -0.71 eV. As for the SMILES: [H]/N=C(\N)NCCCCc1cc2c(c(P(C)O)c1NCCC)C(=O)c1ccccc1C2=O.CN(C)P(=O)(N(C)C)N(C)C.CN(C)P(=O)(N(C)C)N(C)C. For the HOMO energy, the calculation gives -7.96 eV. The total energy comes out at -90345.8897 eV.



4.
Molecular formula: C5H9N2S
Method: DFT, ωB97M-V/def2-TZVPD

Last column: natural (NBO) charge in e.
Element x y z (Å)
C (0.01848, -0.55942, 2.07164)  -0.112
C (1.24340, 0.00485, 1.73399)  0.015
C (-0.21181, -0.26275, -0.19371)  0.168
C (2.34848, 0.72471, -0.48122)  -0.436
C (-2.46409, 0.04276, -1.65601)  -0.701
N (-0.77260, -0.62474, 0.95602)  -0.454
N (1.31362, 0.23536, 0.40780)  -0.307
S (-0.64831, -0.28868, -1.76535)  0.409
H (-0.51113, -1.00706, 2.89153)  0.255
H (2.08301, 0.17038, 2.39538)  0.263
H (3.41688, 0.55819, -0.23219)  0.260
H (2.15756, -0.00045, -1.36193)  0.229
H (2.07993, 1.78719, -0.80957)  0.241
H (-2.74702, -0.80466, -1.07255)  0.214
H (-2.90337, -0.02952, -2.66295)  0.274
H (-2.73639, 0.99851, -1.20677)  0.251
H (-1.66665, -0.94467, 0.98590)  0.431

The energy relative to the best compared isomer or geometry (same formula, charge and spin) is 45.4 kcal/mol. The multiplicity is 1. Its LUMO energy is -4.08 eV. For the HOMO energy, the calculation gives -12.50 eV. The total energy comes out at -19137.7594 eV. The charge is +1.



5.
Molecular formula: C19H23N7O4S3Ti
Method: DFT, ωB97M-V/def2-TZVPD

Last column: natural (NBO) charge in e.
Element x y z (Å)
Ti (0.31913, -0.23383, -0.50613)  1.558
O (-1.30817, 1.74297, 1.68007)  -0.851
S (-0.65647, 1.89737, 0.42037)  2.257
O (-1.18097, 0.91867, -0.61383)  -0.892
N (0.88873, 1.40327, 0.42267)  -0.914
C (1.39803, 1.20877, 1.71897)  0.081
C (2.09223, 2.14867, 2.44237)  -0.156
C (2.46073, 1.87787, 3.77017)  -0.178
C (2.14613, 0.68497, 4.36577)  -0.142
C (1.44583, -0.31213, 3.64977)  -0.110
C (1.09063, -1.57423, 4.16747)  -0.069
C (0.38353, -2.44933, 3.37667)  -0.262
C (0.04653, -2.08683, 2.06637)  0.109
N (0.37653, -0.92303, 1.53237)  -0.555
C (1.05913, -0.03593, 2.31007)  0.256
C (-0.79837, 3.52417, -0.26773)  -0.278
C (0.23143, 3.96897, -1.08163)  -0.212
C (0.14423, 5.24287, -1.62283)  -0.195
C (-0.96897, 6.03047, -1.36133)  -0.145
C (-1.99687, 5.56077, -0.55743)  -0.176
C (-1.91227, 4.29757, 0.00847)  -0.192
H (2.35253, 3.08987, 1.98147)  0.244
H (3.00033, 2.63167, 4.32317)  0.247
H (2.41383, 0.50457, 5.39507)  0.240
H (1.37083, -1.83073, 5.17947)  0.247
H (0.09273, -3.41853, 3.74917)  0.249
H (-0.50597, -2.77283, 1.42807)  0.217
H (1.08373, 3.32437, -1.26383)  0.242
H (0.94203, 5.62557, -2.24033)  0.243
H (-1.03947, 7.01717, -1.79073)  0.243
H (-2.86007, 6.17867, -0.36733)  0.245
H (-2.68587, 3.90787, 0.65167)  0.250
N (1.70263, -2.85813, -2.58473)  -0.664
N (1.91313, -3.57663, -1.39643)  -0.398
C (2.33033, -3.02783, -0.25533)  0.329
N (2.44923, -3.81653, 0.82907)  -0.768
S (2.71803, -1.36883, -0.16113)  -0.140
H (2.30113, -3.24523, -3.31853)  0.389
H (2.00153, -1.88503, -2.41653)  0.404
H (1.62673, -4.54863, -1.44213)  0.412
H (2.43593, -4.82283, 0.73107)  0.409
H (3.00283, -3.45533, 1.59217)  0.434
C (-3.17647, -2.56623, -3.33513)  -0.415
N (-2.50957, -2.15563, -2.11983)  -0.313
C (-3.35387, -1.61253, -1.07963)  -0.428
C (-1.21227, -2.16773, -2.02193)  0.584
O (-0.54467, -1.80383, -0.99883)  -0.705
H (-3.70687, -3.50813, -3.18293)  0.232
H (-2.45697, -2.68343, -4.14173)  0.231
H (-3.89797, -1.80523, -3.63023)  0.238
H (-4.12347, -2.34083, -0.81863)  0.237
H (-3.84217, -0.70603, -1.44113)  0.237
H (-2.75567, -1.35763, -0.20043)  0.228
H (-0.66217, -2.61133, -2.86553)  0.217
O (-1.05367, -0.03943, -3.23463)  -0.879
S (0.28403, 0.54727, -3.34873)  1.575
N (1.10483, 0.26597, -2.12493)  -1.049

The energy relative to the best compared isomer or geometry (same formula, charge and spin) is 7.2 kcal/mol. The multiplicity is 1. Its LUMO energy is -7.16 eV. For the HOMO energy, the calculation gives -14.24 eV. The total energy comes out at -94305.5699 eV. The charge is +2.



6.
Molecular formula: C3H8NO
Method: DFT, ωB97M-V/def2-TZVPD

Last column: natural (NBO) charge in e.
Element x y z (Å)
C (-0.76184, -0.11004, 0.65807)  -0.278
N (-0.07581, 0.52239, -0.54969)  -0.704
C (1.17677, -0.41917, -0.82663)  0.132
O (2.18015, -0.59639, 0.00704)  -0.922
C (-2.24377, 0.54761, 0.72250)  -0.615
H (-0.95240, -1.07662, 0.35457)  0.165
H (0.12477, -0.18495, 1.34560)  0.228
H (0.36012, 1.41824, -0.26175)  0.320
H (1.59474, 0.24746, -1.65594)  0.042
H (0.72158, -1.29045, -1.41964)  0.057
H (-2.71690, 0.34965, -0.27966)  0.206
H (-2.26908, 1.60842, 0.94634)  0.191
H (-2.80030, -0.06776, 1.43843)  0.180

The energy relative to the best compared isomer or geometry (same formula, charge and spin) is 32.3 kcal/mol. The multiplicity is 1. Its LUMO energy is 4.21 eV. As for the SMILES: CCNC[O-]. For the HOMO energy, the calculation gives -2.24 eV. The total energy comes out at -6776.5894 eV. The charge is -1.